Entry 1:
Computed, not measured: a molecular structure, C59H48Cl2N6O2P2STi at a distorted geometry, with ωB97M-V/def2-TZVPD.

The geometry in ORCA input format:
```
! wB97M-V def2-TZVPD RIJCOSX def2/J DEFGRID3
* xyz 0 1
Ti 0.31847 0.62233 1.67181
C 1.23732 0.46804 5.86987
C 1.16997 0.06414 4.54444
N 0.87345 0.90935 3.55205
C 0.68073 2.22275 3.87143
C 0.62268 2.69364 5.20197
C 0.92639 1.76602 6.22068
C 0.27303 4.04252 5.40973
C 0.02484 4.86769 4.33611
C 0.18928 4.42808 3.02359
C 0.55550 3.11094 2.77409
N 0.83865 2.50517 1.56393
C 1.66550 3.07985 0.66430
C 2.29150 4.32107 0.78683
C 3.16208 4.78604 -0.19269
C 3.48647 4.02818 -1.28950
C 2.94758 2.73816 -1.41858
C 3.33828 1.86359 -2.44907
C 2.84649 0.58982 -2.45239
C 1.92955 0.21730 -1.46167
N 1.48733 1.01453 -0.51244
C 2.01568 2.25990 -0.45647
H 1.50475 -0.25231 6.62718
H 1.34338 -0.97219 4.27033
H 0.92214 2.08418 7.25138
H 0.19234 4.41825 6.41904
H -0.28560 5.89015 4.50286
H 0.00735 5.10249 2.20234
H 2.12471 4.91283 1.67288
H 3.59760 5.76732 -0.07439
H 4.17152 4.38308 -2.04500
H 4.02291 2.20734 -3.21014
H 3.14946 -0.12653 -3.20026
H 1.53169 -0.78722 -1.48290
N 2.58121 -2.87542 2.20297
C 3.92524 -2.72612 1.90469
C 4.77686 -3.82566 1.92405
C 6.12859 -3.67679 1.65844
C 6.64569 -2.42695 1.36015
C 5.80559 -1.32250 1.33855
C 4.45704 -1.46480 1.61491
S 3.40487 -0.03213 1.70266
N 1.84074 -0.68578 1.58017
C 1.59385 -1.94841 1.91321
C 0.22940 -2.31588 2.04766
C -0.22284 -3.63213 2.30398
C -1.53930 -3.86119 2.59929
C -2.42700 -2.77214 2.60222
C -1.94316 -1.53097 2.25160
N -0.66244 -1.26558 1.96847
H 2.27200 -3.80952 2.41842
H 4.37629 -4.80074 2.16571
H 6.77658 -4.54114 1.68346
H 7.69893 -2.30811 1.15154
H 6.19671 -0.33866 1.12724
H 0.45961 -4.46731 2.25496
H -1.89698 -4.85534 2.82204
H -3.47184 -2.89944 2.84009
H -2.64495 -0.70953 2.17704
C -3.25439 -1.40720 -0.77262
C -2.64696 -0.01150 -0.59352
P -1.92683 0.59775 -2.18532
C -1.34118 2.26583 -1.70113
C -1.68253 2.93262 -0.52961
C -1.24242 4.22891 -0.31985
C -0.43569 4.85856 -1.25097
C -0.10296 4.20653 -2.42693
C -0.55955 2.92125 -2.65038
C -3.50184 1.14728 -2.98234
C -4.35381 2.06850 -2.38064
C -5.56771 2.38264 -2.96287
C -5.93752 1.79706 -4.16448
C -5.07924 0.90780 -4.78958
C -3.86986 0.57954 -4.19624
C -2.24293 -2.55799 -0.88895
P -0.59072 -2.03568 -1.56308
C -0.79986 -2.13349 -3.39460
C -0.06844 -1.22821 -4.16113
C -0.23744 -1.15931 -5.52967
C -1.15278 -1.99286 -6.15359
C -1.86621 -2.91061 -5.40433
C -1.68757 -2.98494 -4.03299
C 0.30882 -3.65096 -1.35777
C -0.25094 -4.88850 -1.66009
C 0.48194 -6.05305 -1.52633
C 1.79620 -6.00710 -1.09347
C 2.36826 -4.78414 -0.78933
C 1.62614 -3.62133 -0.90962
H -3.87270 -1.39564 -1.67696
H -3.91712 -1.61455 0.07374
H -1.82085 -0.01330 0.13735
H -3.43431 0.66571 -0.25916
H -2.30818 2.46777 0.21575
H -1.55277 4.75744 0.56932
H -0.06479 5.85574 -1.06450
H 0.50440 4.70996 -3.16605
H -0.32179 2.41352 -3.57702
H -4.07107 2.54421 -1.45266
H -6.23168 3.07920 -2.46914
H -6.89545 2.02608 -4.61070
H -5.35828 0.45463 -5.73196
H -3.20291 -0.12847 -4.67121
H -1.99399 -2.95187 0.10216
H -2.68723 -3.38114 -1.45264
H 0.60531 -0.54004 -3.67133
H 0.32260 -0.43613 -6.10543
H -1.30809 -1.92734 -7.22072
H -2.58254 -3.56259 -5.88402
H -2.27353 -3.69892 -3.47539
H -1.26899 -4.96034 -2.00712
H 0.02663 -7.00239 -1.76944
H 2.37584 -6.91478 -1.00635
H 3.39767 -4.72788 -0.46408
H 2.08662 -2.67992 -0.64282
Cl -4.50159 1.57548 2.09735
C -3.32971 2.23559 3.24589
Cl -3.00995 3.92829 2.88265
C -2.04073 1.36427 3.17041
O -1.75320 0.71296 4.15953
O -1.45059 1.36467 2.05231
H -3.77273 2.17813 4.23883
*
```

The value obtained for the total energy is -5607.0180 hartree. Its HOMO energy (spin up / spin down) is -5.48 / -5.33 eV. The value obtained for the maximum force is 0.07184 hartree/bohr. For the energy relative to the best compared isomer or geometry (same formula, charge and spin), the calculation gives 52.04 kJ/mol.

Löwdin atomic charge list, values in e, 2 entries:
1 Ti 0.974
2 C -0.023


Entry 2:
Computed, not measured: 9 unconnected molecules or ions with the total composition C59H50N3O33S2 at a distorted geometry, with ωB97M-V/def2-TZVPD.

The geometry in ORCA input format:
```
! wB97M-V def2-TZVPD RIJCOSX def2/J DEFGRID3
* xyz 1 1
S 2.14437 -0.52311 -3.68771
C 0.62475 0.00640 -3.46558
S -0.32991 0.92705 -4.64767
C -0.29741 -0.07181 -6.16671
C 1.11021 -0.27357 -6.76321
C 1.18741 0.04150 -8.27710
C 2.56556 0.49201 -8.58700
C 3.06669 1.67154 -9.05502
N 4.44400 1.51282 -9.09183
C 4.76558 0.30393 -8.66918
N 3.64268 -0.33998 -8.35790
N -0.08387 -0.19221 -2.26573
C -0.33023 -1.62338 -1.98576
C 0.68156 -2.26788 -1.06804
O 0.91092 -1.51774 0.10307
C 1.44672 -0.25329 -0.27232
C 0.48451 0.54198 -1.11670
H -0.78808 -1.01654 -5.97128
H -0.92047 0.46772 -6.86794
H 1.76593 0.42771 -6.27218
H 1.43289 -1.28574 -6.55321
H 0.99945 -0.85943 -8.85147
H 0.47024 0.80801 -8.53327
H 2.52390 2.55236 -9.31729
H 5.12300 2.19748 -9.38096
H 5.73937 -0.12622 -8.55526
H 3.57420 -1.28010 -8.00707
H -0.36179 -2.14420 -2.93445
H -1.31996 -1.70307 -1.54505
H 1.61021 -2.48291 -1.59544
H 0.27744 -3.22275 -0.74736
H 1.65651 0.29863 0.63448
H 2.40360 -0.40584 -0.77036
H 1.03129 1.39527 -1.49118
H -0.31523 0.93459 -0.49648
C 4.14524 5.80839 -0.70670
C 3.67162 4.57105 -0.88595
C 2.74968 3.91792 0.10598
O 2.35641 2.79163 -0.15926
C 2.38849 4.64492 1.29856
C 2.86162 5.88963 1.49186
C 3.76770 6.55679 0.48415
O 4.14134 7.68649 0.71597
O 2.57187 6.60637 2.55785
O 3.96832 3.81922 -1.94290
H 4.80668 6.28723 -1.41460
H 1.73733 4.15706 2.00997
H 3.02920 7.46939 2.45317
H 3.49036 2.97849 -1.80954
C -4.35550 -1.61297 -3.30016
C -5.51978 -1.68045 -2.63488
C -6.18308 -3.00210 -2.32928
O -7.22055 -2.97686 -1.69907
C -5.54347 -4.21993 -2.80004
C -4.38574 -4.14330 -3.46527
C -3.71375 -2.83062 -3.74687
O -2.64700 -2.84989 -4.34366
O -3.74138 -5.21371 -3.92722
O -6.16088 -0.61093 -2.19900
H -3.86675 -0.67362 -3.52031
H -6.03359 -5.15898 -2.59094
H -2.93774 -4.87653 -4.36238
H -6.97517 -0.93256 -1.75907
C -8.67488 -1.65168 1.61753
C -8.46780 -1.57981 2.94061
C -8.27624 -0.26253 3.64702
O -8.11039 -0.28960 4.85043
C -8.29570 0.95493 2.85557
C -8.50019 0.88105 1.53396
C -8.71456 -0.43476 0.83468
O -8.90810 -0.41049 -0.36903
O -8.53147 1.94458 0.74332
O -8.41599 -2.64327 3.72468
H -8.81401 -2.58987 1.09913
H -8.14283 1.89362 3.36861
H -8.70146 1.60949 -0.15727
H -8.26080 -2.30827 4.62907
C -0.33502 11.21063 4.02358
C 0.61028 10.26147 4.04520
C 1.80814 10.31352 3.13692
O 2.60773 9.40435 3.25463
C 1.93218 11.41050 2.20161
C 0.98570 12.36050 2.17731
C -0.20714 12.32392 3.09991
O -1.00583 13.23622 3.01768
O 1.01801 13.39499 1.35438
O 0.58045 9.21222 4.85595
H -1.19959 11.18724 4.67140
H 2.79197 11.42562 1.54682
H 0.22016 13.92359 1.55066
H 1.39166 8.68912 4.67456
C 6.83649 -4.20877 0.03462
C 5.79774 -4.92849 0.48176
C 4.39537 -4.37861 0.50505
O 3.50932 -5.10466 0.90801
C 4.18719 -3.01551 0.04638
C 5.22716 -2.29757 -0.39471
C 6.62126 -2.85403 -0.44177
O 7.50081 -2.13597 -0.88026
O 5.10263 -1.04347 -0.82087
O 5.91733 -6.16975 0.93579
H 7.84518 -4.59661 0.01279
H 3.18303 -2.61187 0.08236
H 5.99649 -0.74689 -1.07452
H 5.02219 -6.46731 1.19959
C 4.42402 5.89302 6.09683
C 4.91183 5.08724 7.05059
C 4.22786 4.92488 8.38290
O 4.73091 4.15885 9.18088
C 3.01931 5.68785 8.63597
C 2.53345 6.49585 7.68397
C 3.20616 6.63741 6.34325
O 2.69348 7.37697 5.52272
O 1.43665 7.22263 7.84662
O 6.01699 4.37548 6.90362
H 4.90518 6.01552 5.13692
H 2.54470 5.57635 9.60034
H 1.30021 7.71572 7.01667
H 6.13653 3.88435 7.73980
C -7.85385 -7.88782 -4.45876
C -8.34673 -9.12407 -4.62557
C -9.24403 -9.76989 -3.60056
O -9.65764 -10.88606 -3.84371
C -9.55657 -9.02919 -2.39203
C -9.06093 -7.79549 -2.22628
C -8.18446 -7.14556 -3.26182
O -7.79138 -6.01354 -3.02973
O -9.29934 -7.05458 -1.15406
O -8.09207 -9.86846 -5.68738
H -7.21099 -7.41478 -5.18749
H -10.18897 -9.50532 -1.65652
H -8.83196 -6.20833 -1.29285
H -8.57382 -10.70804 -5.55288
C 6.21541 -5.47256 5.82364
C 6.14603 -6.06994 4.62589
C 5.11794 -7.13296 4.32703
O 5.10771 -7.62046 3.20958
C 4.20403 -7.52490 5.38038
C 4.27621 -6.92818 6.57895
C 5.28540 -5.84970 6.87179
O 5.26885 -5.35051 7.97989
O 3.47812 -7.23150 7.58866
O 6.96447 -5.77168 3.62664
H 6.94594 -4.70879 6.04892
H 3.48250 -8.29857 5.16009
H 3.74309 -6.65242 8.32933
H 6.70577 -6.32798 2.86435
*
```

The value obtained for the total energy is -5721.5575 hartree. Its HOMO energy is -10.15 eV. The value obtained for the maximum force is 0.02206 hartree/bohr.

Löwdin atomic charge list, values in e, 2 entries:
1 S 0.776
2 C -1.052


Entry 3:
Computed, not measured: a molecular structure, C59H55IrN5O7PS2 at a distorted geometry, with ωB97M-V/def2-TZVPD.

The geometry in ORCA input format:
```
! wB97M-V def2-TZVPD RIJCOSX def2/J DEFGRID3
* xyz 0 5
Ir 0.50520 -0.61610 -0.07240
C 6.46680 -8.39160 -0.69240
O 5.40880 -8.19950 0.21540
C 4.72570 -7.02230 0.16770
C 3.58870 -6.93810 0.97390
C 2.80450 -5.80950 0.95900
C 3.13130 -4.71560 0.15080
C 4.27660 -4.80320 -0.64290
C 5.06890 -5.93490 -0.63040
C 2.29640 -3.51680 0.11330
C 1.91990 -3.02580 -1.17180
C 2.03750 -3.74440 -2.38220
C 1.56870 -2.92560 -3.38300
C 1.18480 -1.70770 -2.77600
N 1.35750 -1.80570 -1.42050
C 0.79710 -0.53320 -3.46210
C 0.43230 0.65740 -2.82370
C 0.33950 1.94910 -3.44290
C 0.07710 2.84220 -2.45630
C -0.02930 2.09720 -1.23300
C -0.43330 2.61880 -0.00490
C -0.34630 4.07050 0.16350
C -1.38510 4.89230 0.59670
C -1.16690 6.22950 0.83930
C 0.10100 6.78690 0.66020
O 0.23360 8.10430 0.98000
C 1.50800 8.69000 0.86300
C 1.13300 5.98540 0.17900
C 0.90190 4.64700 -0.06720
C -0.77990 1.83330 1.13390
N -0.46350 0.51820 1.28110
C -0.83230 0.15250 2.54970
C -0.41660 -1.01020 3.23040
C -0.98230 -1.27480 4.56450
C -0.22340 -1.32440 5.73400
C -0.79560 -1.70500 6.92880
C -2.14340 -2.06910 6.99270
O -2.58840 -2.50180 8.20710
C -3.91150 -2.96600 8.33160
C -2.92090 -1.96600 5.84530
C -2.34130 -1.55840 4.65800
C 0.52770 -1.90520 2.71900
C 1.26380 -2.86530 3.48220
C 2.12160 -3.48000 2.62900
C 1.83840 -2.97420 1.31590
N 0.90690 -1.97940 1.41270
C -1.45370 1.24810 3.19110
C -1.39310 2.30750 2.31910
N 0.20280 0.78340 -1.49350
C 0.84700 -0.52150 -4.92480
C 1.99220 -0.90770 -5.61730
C 2.04660 -0.85250 -6.99860
C 0.93940 -0.41940 -7.72380
O 0.88710 -0.32490 -9.08130
C 2.02920 -0.67330 -9.82300
C -0.21970 -0.04660 -7.03670
C -0.25760 -0.08320 -5.66280
H 6.77100 -9.43150 -0.58090
H 7.31630 -7.73960 -0.46640
H 6.14760 -8.21890 -1.72610
H 3.33160 -7.78760 1.58630
H 1.89790 -5.78700 1.54600
H 4.55090 -3.96310 -1.26190
H 5.95050 -5.95890 -1.25030
H 2.41160 -4.74410 -2.48330
H 1.49630 -3.15710 -4.42740
H 0.47280 2.14600 -4.48990
H -0.06120 3.90310 -2.54490
H -2.37710 4.48310 0.71090
H -1.96360 6.87030 1.18560
H 1.39700 9.71120 1.22400
H 1.84850 8.70660 -0.17810
H 2.25000 8.16730 1.47750
H 2.11960 6.38710 0.00780
H 1.70790 4.01650 -0.41130
H 0.81710 -1.04160 5.70820
H -0.21680 -1.73670 7.83890
H -4.01550 -3.27910 9.36980
H -4.09890 -3.82230 7.67540
H -4.64380 -2.18270 8.11920
H -3.97410 -2.20440 5.86080
H -2.94480 -1.48790 3.76790
H 1.17350 -3.03070 4.53600
H 2.88480 -4.18780 2.88120
H -1.82260 1.24960 4.19820
H -1.72990 3.30660 2.50480
H 2.85500 -1.23040 -5.05450
H 2.95550 -1.14640 -7.49910
H 1.78050 -0.46890 -10.86560
H 2.28220 -1.73520 -9.70690
H 2.89520 -0.06530 -9.53420
H -1.07950 0.27290 -7.60470
H -1.16100 0.19990 -5.14040
C 5.68700 1.62790 1.95730
C 6.09290 0.70960 0.81050
C 5.82150 -0.75110 1.13890
O 5.45050 1.14570 -0.39140
P 4.02970 0.60190 -0.92190
S 4.32620 -1.13480 -1.86520
S 2.71450 0.73630 0.61000
O 3.56050 1.78090 -1.88430
C 4.18890 2.36450 -3.02870
C 5.02740 1.36990 -3.80960
C 5.02350 3.55540 -2.58000
H 6.26780 1.38780 2.84560
H 4.62880 1.49900 2.17420
H 5.86440 2.66290 1.67540
H 7.16300 0.84380 0.59690
H 4.75530 -0.90180 1.30360
H 6.35560 -1.02420 2.04510
H 6.13980 -1.39710 0.32410
H 3.33780 2.70210 -3.63720
H 5.81570 0.97640 -3.16970
H 5.47590 1.86190 -4.67020
H 4.41250 0.54080 -4.15000
H 5.81030 3.21350 -1.91220
H 4.39910 4.27160 -2.04990
H 5.47740 4.03930 -3.44170
O -1.52340 -1.71090 -0.72490
N -2.10340 -2.40580 0.18120
C -3.18180 -1.91240 0.83960
C -3.81050 -2.63780 1.81940
C -3.33360 -3.89710 2.17140
C -2.21780 -4.38390 1.49840
C -1.63210 -3.63630 0.50880
H -3.49880 -0.92440 0.54360
H -4.67760 -2.22090 2.30890
H -3.80600 -4.47410 2.94640
H -1.80770 -5.35480 1.73480
H -0.76820 -3.96460 -0.04910
*
```

The value obtained for the total energy is -4323.7933 hartree. Its HOMO energy (spin up / spin down) is -5.10 / -7.01 eV. The value obtained for the maximum force is 0.02423 hartree/bohr. Its expectation value of S² is 6.14.

Löwdin atomic charge list, values in e, 2 entries:
1 Ir 1.369
2 C -0.090